Entry 1:
# CH5N3

The molecule CH5N3 in a non-equilibrium geometry (ωB97M-V/def2-TZVPD, OMol25).

As for the lowest unoccupied orbital energy (alpha / beta): 0.041 / 0.040 Eh. The HOMO energy (alpha / beta) is -6.831 / -6.695 eV. The calculation puts the total energy at -205.2392 hartree. The calculation puts the energy above the lowest of the compared OMol25 structures with the same formula, charge and spin at 95.3 kcal/mol. The HOMO-LUMO gap (alpha / beta) comes out at 7.94 / 7.79 eV. The spin multiplicity is 1.

Structure (XYZ):
```
9
Properties=species:S:1:pos:R:3:forces:R:3
C -1.677 -0.111 -0.262 -0.8182 -0.0111 0.4907
N 0.547 0.322 -0.561 -0.1055 0.6026 0.0258
N -0.437 -0.045 0.187 0.7234 -0.8815 -0.7531
N 1.790 -0.054 -0.050 0.2891 -0.5155 0.4863
H -0.227 -0.512 1.084 -0.1597 0.4470 -0.2380
H 1.872 0.066 0.965 0.0333 0.2276 -0.2333
H 2.494 0.504 -0.516 -0.1407 0.0336 0.1465
H -1.896 0.175 -1.270 0.1947 0.1445 -0.2054
H -2.465 -0.346 0.423 -0.0164 -0.0473 0.2804
```
Positions in Å, forces in eV/Å.

Results of the Mulliken charge analysis, in e, for atoms 1 through 5:
1. C -0.55
2. N -0.52
3. N 0.25
4. N -0.46
5. H 0.26

Entry 2:
# CH5N3

The molecule CH5N3 in a non-equilibrium geometry (ωB97M-V/def2-TZVPD, OMol25).

As for the lowest unoccupied orbital energy: 0.042 Eh. The HOMO energy is -9.406 eV. The calculation puts the total energy at -205.2813 hartree. The SMILES is [H]/N=C\NN. The calculation puts the energy above the lowest of the compared OMol25 structures with the same formula, charge and spin at 68.9 kcal/mol. The HOMO-LUMO gap comes out at 10.54 eV. The spin multiplicity is 1.

Structure (XYZ):
```
9
Properties=species:S:1:pos:R:3:forces:R:3
H 2.139 -0.920 -0.022 0.1524 -1.5253 0.2671
N 1.929 0.043 0.000 -0.3661 1.4590 -0.0860
C 0.712 0.334 0.049 -3.3456 3.1803 -1.4562
N -0.473 -0.423 0.070 1.0334 -4.3105 -0.8856
N -1.823 0.019 -0.060 3.0255 3.7495 -3.7363
H 0.281 1.487 -0.147 1.7096 -2.3083 1.0308
H -0.435 -1.335 -0.478 0.4320 1.5947 1.3623
H -1.587 1.011 -0.551 -1.7554 -2.4363 1.0952
H -2.099 0.283 0.827 -0.8858 0.5969 2.4087
```
Positions in Å, forces in eV/Å.

Results of the Mulliken charge analysis, in e, for atoms 1 through 5:
1. H 0.22
2. N -0.54
3. C 0.24
4. N -0.17
5. N -0.57

Entry 3:
# CH5N3

The molecule CH5N3 in a non-equilibrium geometry (ωB97M-V/def2-TZVPD, OMol25).

As for the lowest unoccupied orbital energy: 0.032 Eh. The HOMO energy is -8.623 eV. The calculation puts the total energy at -205.3417 hartree. The SMILES is N=C(N)N. The calculation puts the energy above the lowest of the compared OMol25 structures with the same formula, charge and spin at 31.0 kcal/mol. The HOMO-LUMO gap comes out at 9.50 eV. The spin multiplicity is 1.

Structure (XYZ):
```
9
Properties=species:S:1:pos:R:3:forces:R:3
N -1.024 -0.482 0.920 2.0077 6.6837 -2.8847
C -0.153 0.038 0.042 -0.4153 -4.7905 2.4960
N 0.744 -0.915 -0.641 -1.4976 2.0057 0.4584
N 0.145 1.366 -0.180 2.2132 -2.2822 -1.2816
H -1.095 -1.375 1.269 0.4446 -2.5818 -0.3291
H 1.015 -1.664 -0.045 0.1533 -0.3920 0.1447
H 1.409 -0.643 -1.345 0.0623 0.2557 0.1867
H -0.448 2.113 -0.069 -1.8685 1.4549 0.6119
H 0.986 1.562 -0.746 -1.0998 -0.3534 0.5976
```
Positions in Å, forces in eV/Å.

Results of the Mulliken charge analysis, in e, for atoms 1 through 5:
1. N -0.69
2. C 0.59
3. N -0.47
4. N -0.39
5. H 0.20

Entry 4:
# CH5N3

The ion CH5N3 with charge +1 in a non-equilibrium geometry (ωB97M-V/def2-TZVPD, OMol25).

Its expectation value of S² is 0.7677. As for the lowest unoccupied orbital energy (alpha / beta): -0.178 / -0.343 Eh. The HOMO energy (alpha / beta) is -17.195 / -16.475 eV. The calculation puts the total energy at -204.9930 hartree. As for the total charge: +1. The calculation puts the energy above the lowest of the compared OMol25 structures with the same formula, charge and spin at 40.5 kcal/mol. The HOMO-LUMO gap (alpha / beta) comes out at 12.34 / 7.14 eV. The spin multiplicity is 2.

Structure (XYZ):
```
9
Properties=species:S:1:pos:R:3:forces:R:3
N -0.128 0.892 -1.118 -0.2780 -2.2959 5.2045
C 0.006 0.025 0.113 0.3107 1.8573 -6.4559
N 0.598 -1.205 -0.141 2.1424 0.5638 3.2312
N -0.476 0.222 1.259 -1.3272 1.9736 0.6097
H -0.419 1.803 -0.842 -0.8012 0.9927 -0.0750
H 0.658 0.982 -1.717 1.0607 -0.6821 -0.6575
H 1.225 -1.266 0.786 -1.4822 -0.9551 -2.4804
H -0.153 -1.880 -0.086 0.0721 -0.9453 -0.2317
H -1.308 0.852 1.178 0.3028 -0.5091 0.8550
```
Positions in Å, forces in eV/Å.

Results of the Mulliken charge analysis, in e, for atoms 1 through 5:
1. N -0.35
2. C 0.42
3. N -0.43
4. N -0.29
5. H 0.30

Entry 5:
# CH5N3O

The molecule CH5N3O in a non-equilibrium geometry (ωB97M-V/def2-TZVPD, OMol25).

As for the lowest unoccupied orbital energy: 0.029 Eh. The HOMO energy is -9.958 eV. The calculation puts the total energy at -280.5056 hartree. The SMILES is [H]/N=[N+](\[O-])CN. The calculation puts the energy above the lowest of the compared OMol25 structures with the same formula, charge and spin at 62.1 kcal/mol. The HOMO-LUMO gap comes out at 10.74 eV. The spin multiplicity is 1.

Structure (XYZ):
```
10
Properties=species:S:1:pos:R:3:forces:R:3
H -2.709 0.279 0.846 -1.3471 -1.1484 -0.1966
N -1.941 0.655 0.344 0.8850 1.5219 0.1066
N -1.174 -0.196 -0.128 1.5978 -0.2516 0.8634
O -1.305 -1.417 -0.242 -0.4044 -0.1677 -0.0502
C 0.293 0.333 -0.329 -0.5302 2.5448 -0.0662
N 1.276 -0.465 0.298 -0.8582 0.5213 -0.7664
H 0.258 1.371 0.176 0.0417 -1.6806 -1.0922
H 0.422 0.448 -1.409 -0.0151 -0.2419 0.1464
H 1.252 -0.181 1.273 0.2492 -1.2741 0.0495
H 1.098 -1.431 0.011 0.3814 0.1763 1.0057
```
Positions in Å, forces in eV/Å.

Results of the Mulliken charge analysis, in e, for atoms 1 through 5:
1. H 0.23
2. N -0.77
3. N 0.94
4. O -0.64
5. C -0.42

Entry 6:
# CH5N3O

The molecule CH5N3O in a non-equilibrium geometry (ωB97M-V/def2-TZVPD, OMol25).

As for the lowest unoccupied orbital energy: 0.032 Eh. The HOMO energy is -9.010 eV. The calculation puts the total energy at -280.5906 hartree. The SMILES is NNC(N)=O. The calculation puts the energy above the lowest of the compared OMol25 structures with the same formula, charge and spin at 8.7 kcal/mol. The HOMO-LUMO gap comes out at 9.87 eV. The spin multiplicity is 1.

Structure (XYZ):
```
10
Properties=species:S:1:pos:R:3:forces:R:3
N 1.842 -0.040 -0.097 1.2678 -1.0511 0.6730
N 0.570 -0.706 0.033 2.0673 1.4868 1.0193
C -0.470 0.127 -0.030 0.2161 1.4929 0.1498
N -1.634 -0.607 -0.089 -3.2901 1.0918 1.5541
O -0.398 1.352 0.002 0.0251 -0.6842 -0.0578
H 1.650 0.908 0.254 0.2089 -0.4880 -0.1897
H 2.598 -0.506 0.511 -1.9777 0.8954 -0.9116
H 0.421 -1.564 -0.418 0.3668 -1.1614 -0.7987
H -1.708 -1.048 0.834 0.1900 -0.6783 -0.4973
H -2.405 0.105 0.053 0.9257 -0.9039 -0.9411
```
Positions in Å, forces in eV/Å.

Results of the Mulliken charge analysis, in e, for atoms 1 through 5:
1. N -0.59
2. N -0.04
3. C 0.54
4. N -0.65
5. O -0.64

Entry 7:
# CH5N3O2

The molecule CH5N3O2 in a non-equilibrium geometry (ωB97M-V/def2-TZVPD, OMol25).

As for the lowest unoccupied orbital energy: 0.027 Eh. The HOMO energy is -10.066 eV. The calculation puts the total energy at -355.7312 hartree. The SMILES is NNC(=O)NO. The calculation puts the energy above the lowest of the compared OMol25 structures with the same formula, charge and spin at 58.4 kcal/mol. The HOMO-LUMO gap comes out at 10.79 eV. The spin multiplicity is 1.

Structure (XYZ):
```
11
Properties=species:S:1:pos:R:3:forces:R:3
N -0.136 1.628 -1.468 2.5381 -1.7784 0.4280
N -0.219 0.711 -0.304 -4.1539 4.2819 0.1250
C 0.374 -0.465 -0.201 -1.3193 2.5831 3.8734
O 1.078 -0.930 -0.990 3.1216 -2.5192 -3.9231
N 0.396 -1.021 1.129 -0.5862 -4.4858 -2.5192
O -0.712 -0.758 1.957 0.3033 -0.0725 1.5267
H 0.969 1.907 -1.561 -3.6658 -1.3431 -0.1133
H -0.479 0.986 -2.225 1.2195 1.2646 0.1845
H -1.188 0.905 0.126 2.6240 -0.7456 -0.2898
H 0.261 -2.066 0.648 0.5334 2.3970 2.6396
H -0.347 -0.896 2.888 -0.6146 0.4180 -1.9317
```
Positions in Å, forces in eV/Å.

Results of the Mulliken charge analysis, in e, for atoms 1 through 5:
1. N -0.65
2. N -0.14
3. C 0.37
4. O -0.55
5. N -0.16

Entry 8:
# CH5N3O2

The molecule CH5N3O2 in a non-equilibrium geometry (ωB97M-V/def2-TZVPD, OMol25).

As for the lowest unoccupied orbital energy: 0.016 Eh. The HOMO energy is -9.860 eV. The calculation puts the total energy at -355.7162 hartree. The SMILES is NNC(=O)NO. The calculation puts the energy above the lowest of the compared OMol25 structures with the same formula, charge and spin at 67.8 kcal/mol. The HOMO-LUMO gap comes out at 10.29 eV. The spin multiplicity is 1.

Structure (XYZ):
```
11
Properties=species:S:1:pos:R:3:forces:R:3
N 1.891 -0.109 0.083 -1.9844 -4.1031 2.3553
N 0.776 0.657 -0.321 0.5117 3.1239 0.2402
C -0.539 0.754 0.006 -0.3219 3.1240 1.3799
O -1.086 1.914 -0.065 0.9051 -4.6918 0.2808
N -1.058 -0.459 0.552 -1.9710 2.5274 1.0290
O -0.883 -1.487 -0.329 0.7104 -1.4681 -2.0365
H 1.894 -0.395 1.203 -0.4272 1.4415 -3.1302
H 1.435 -0.973 -0.292 1.9915 -0.3606 0.3765
H 1.079 1.603 -0.305 0.2339 0.9264 -0.7978
H -2.074 -0.407 0.486 -0.0706 0.9192 1.5032
H -1.434 -1.097 -1.019 0.4226 -1.4388 -1.2004
```
Positions in Å, forces in eV/Å.

Results of the Mulliken charge analysis, in e, for atoms 1 through 5:
1. N -0.67
2. N 0.00
3. C 0.47
4. O -0.64
5. N -0.30

Entry 9:
# CH5N3O3

A cluster of 2 separate species, CH5N3O3 in total in a non-equilibrium geometry (ωB97M-V/def2-TZVPD, OMol25).

As for the lowest unoccupied orbital energy (alpha / beta): -0.015 / -0.015 Eh. The HOMO energy (alpha / beta) is -9.537 / -9.538 eV. The calculation puts the total energy at -430.8414 hartree. The calculation puts the energy above the lowest of the compared OMol25 structures with the same formula, charge and spin at 114.0 kcal/mol. The HOMO-LUMO gap (alpha / beta) comes out at 9.13 / 9.14 eV. The spin multiplicity is 1.

Structure (XYZ):
```
12
Properties=species:S:1:pos:R:3:forces:R:3
C 1.211 0.609 1.075 -0.2920 -1.5184 0.0938
N 0.462 -1.316 0.054 0.0317 -0.8115 -1.6210
N 0.125 -0.278 0.675 -0.4912 -0.6930 0.4008
N -1.817 0.422 -1.222 2.6469 1.6874 1.7437
O -1.833 -0.765 -1.371 -0.4338 -2.8280 -0.4147
O -2.663 1.184 -1.546 -1.0547 0.8788 -0.5017
O -0.711 0.922 -0.631 -0.5618 0.5168 -0.4934
H 1.852 0.915 0.246 -0.2622 0.4086 0.1200
H 0.591 1.263 1.599 0.0678 2.4904 0.4292
H 1.794 0.110 1.863 -0.0909 -0.2421 -0.4137
H -0.452 -1.799 -0.341 2.6409 0.8405 0.4289
H 1.442 -1.267 -0.403 -2.2006 -0.7295 0.2281
```
Positions in Å, forces in eV/Å.

Results of the Mulliken charge analysis, in e, for atoms 1 through 5:
1. C -0.76
2. N -0.19
3. N -0.10
4. N 1.20
5. O -0.70

Entry 10:
# CH5N3S

A structure of composition CH5N3S in a non-equilibrium geometry (ωB97M-V/def2-TZVPD, OMol25).

As for the lowest unoccupied orbital energy: -0.011 Eh. The HOMO energy is -8.036 eV. The calculation puts the total energy at -603.3794 hartree. The calculation puts the energy above the lowest of the compared OMol25 structures with the same formula, charge and spin at 104.5 kcal/mol. The HOMO-LUMO gap comes out at 7.73 eV. The spin multiplicity is 1.

Structure (XYZ):
```
10
Properties=species:S:1:pos:R:3:forces:R:3
C -1.561 0.264 -0.703 2.8445 0.5657 3.4716
N 1.449 -0.941 0.628 1.6747 1.4960 0.9031
N -0.068 0.660 0.321 -4.8322 -1.5193 -2.3681
N 1.153 0.316 -0.013 2.5925 -1.7319 -2.2212
S -2.776 -0.191 0.165 -0.8473 -0.2834 0.2938
H -1.590 0.416 -1.738 0.5683 0.2113 -1.5850
H 1.067 -0.700 1.537 0.3747 -0.6730 0.2498
H 0.987 -1.773 0.339 -1.0116 -0.3404 -1.0604
H -0.221 1.603 0.486 -0.0193 2.2993 0.0500
H 1.559 0.345 -1.022 -1.3444 -0.0245 2.2663
```
Positions in Å, forces in eV/Å.

Results of the Mulliken charge analysis, in e, for atoms 1 through 5:
1. C -0.15
2. N -0.52
3. N -0.33
4. N -0.15
5. S -0.20